# C2H4O3Si

One molecule with the formula C2H4O3Si at a distorted geometry (wB97M-V/def2-TZVPD, the Open Molecules 2025 dataset).

The energy above the lowest of the compared OMol25 structures with the same formula, charge and spin comes out at 379.7 kJ/mol. The orbital gap comes out at 9.26 eV. The value obtained for the highest occupied orbital energy is -9.97 eV. The SMILES is C[Si]1(C=O)OO1.

Geometry (Å):
Si -0.43 -0.09 0.03
O -0.14 2.70 0.48
O -1.50 -0.96 -0.78
O -1.44 -1.24 0.67
C 1.40 -0.86 -0.16
C -0.86 1.81 0.21
H 1.08 -1.97 -0.18
H 1.73 -0.67 -1.16
H -1.94 1.94 0.28
H 2.10 -0.65 0.60

---

# C2H4O3Si

A 2-piece molecular cluster, C2H4O3Si overall at a distorted geometry (wB97M-V/def2-TZVPD, the Open Molecules 2025 dataset).

The energy above the lowest of the compared OMol25 structures with the same formula, charge and spin comes out at 485.1 kJ/mol. The orbital gap comes out at 8.35 eV. The value obtained for the highest occupied orbital energy is -9.54 eV. The SMILES is O=C=[Si]1OO1.C.

Geometry (Å):
Si -4.41 -0.29 0.19
O -5.36 -1.56 0.60
O -4.93 -1.47 -0.81
O -4.99 2.45 0.07
C 0.46 -0.04 0.00
C -5.33 1.35 -0.02
H 0.13 0.95 -0.27
H 1.24 -0.35 -0.68
H 0.84 -0.05 1.01
H -0.37 -0.73 -0.08

---

# C2H4O4S

One molecule with the formula C2H4O4S at a distorted geometry (wB97M-V/def2-TZVPD, the Open Molecules 2025 dataset).

The spin multiplicity is 3. The energy above the lowest of the compared OMol25 structures with the same formula, charge and spin comes out at 320.2 kJ/mol. The orbital gap (spin up / spin down) comes out at 5.95 / 7.02 eV. As for the expectation value of S²: 2.0081. The value obtained for the highest occupied orbital energy (spin up / spin down) is -5.46 / -10.75 eV.

Geometry (Å):
S 0.04 -1.44 0.74
O 1.70 0.08 -0.73
O -1.12 -2.26 0.79
O -1.76 0.69 0.40
O 1.18 -1.73 1.58
C 0.39 -0.30 -0.66
C -0.39 0.31 0.58
H 2.03 -0.47 -0.04
H -0.26 -0.44 -1.59
H 0.04 1.05 1.07
H -2.20 0.37 -0.37

---

# C2H4O4S2

A 2-piece molecular cluster, C2H4O4S2 overall at a distorted geometry (wB97M-V/def2-TZVPD, the Open Molecules 2025 dataset).

The energy above the lowest of the compared OMol25 structures with the same formula, charge and spin comes out at 951.8 kJ/mol. The orbital gap (spin up / spin down) comes out at 8.99 / 7.93 eV. The value obtained for the highest occupied orbital energy (spin up / spin down) is -10.40 / -10.35 eV.

Geometry (Å):
S 0.12 -1.00 -0.01
S 1.81 0.74 0.27
O 3.22 0.70 0.15
O 1.31 1.99 -0.16
O 1.15 -0.51 -1.05
O -0.14 -2.41 -0.01
C -1.62 -0.27 -0.46
C 0.86 -0.15 1.47
H -1.80 -0.66 -1.50
H -0.72 1.43 1.62
H -1.80 0.89 -0.46
H -2.39 -0.77 0.13

---

# C2H4O6

C2H4O6 as an isolated structure at a distorted geometry (wB97M-V/def2-TZVPD, the Open Molecules 2025 dataset).

The energy above the lowest of the compared OMol25 structures with the same formula, charge and spin comes out at 689.0 kJ/mol. The orbital gap comes out at 9.66 eV. The value obtained for the highest occupied orbital energy is -9.71 eV.

Geometry (Å):
O 0.73 1.13 0.97
O -0.69 0.70 -2.09
O 0.45 -1.20 0.65
O 1.69 0.02 -1.07
O -1.43 0.33 0.69
O -2.28 -0.72 0.19
C 0.25 0.08 0.24
C -0.14 0.35 -1.15
H 2.15 0.86 -1.22
H -2.11 -1.42 0.84
H 1.34 -1.42 0.31
H 0.04 1.30 1.64

---

# C2H4OS

One molecule with the formula C2H4OS at a distorted geometry (wB97M-V/def2-TZVPD, the Open Molecules 2025 dataset).

The energy above the lowest of the compared OMol25 structures with the same formula, charge and spin comes out at 208.9 kJ/mol. The orbital gap comes out at 8.74 eV. The value obtained for the highest occupied orbital energy is -8.73 eV. The SMILES is COC=S.

Geometry (Å):
S -1.71 -0.10 0.07
O 0.91 -0.32 -0.21
C 2.23 0.00 0.13
C -0.14 0.44 -0.17
H 2.78 -0.75 -0.27
H 0.09 1.37 0.25
H 2.50 -0.13 1.24
H 2.23 1.01 -0.38

---

# C2H4OS

A 2-piece molecular cluster, C2H4OS overall at a distorted geometry (wB97M-V/def2-TZVPD, the Open Molecules 2025 dataset).

The energy above the lowest of the compared OMol25 structures with the same formula, charge and spin comes out at 710.1 kJ/mol. The orbital gap (spin up / spin down) comes out at 7.03 / 5.16 eV. The value obtained for the highest occupied orbital energy (spin up / spin down) is -8.60 / -7.45 eV.

Geometry (Å):
S 0.42 2.10 -0.71
O 0.82 0.82 -1.40
C -0.91 0.07 0.94
C -0.10 -0.91 0.33
H 0.42 -0.36 -0.55
H -0.54 -1.70 -0.19
H 0.66 -1.25 0.94
H -0.78 1.23 0.64

---

# C2H4OS

One molecule with the formula C2H4OS at a distorted geometry (wB97M-V/def2-TZVPD, the Open Molecules 2025 dataset).

The energy above the lowest of the compared OMol25 structures with the same formula, charge and spin comes out at 124.1 kJ/mol. The orbital gap comes out at 8.74 eV. The value obtained for the highest occupied orbital energy is -8.95 eV. The SMILES is OCC=S.

Geometry (Å):
S 2.10 -0.60 -0.07
O -0.94 -1.15 -0.14
C -0.68 0.15 -0.05
C 0.84 0.40 0.00
H -1.05 0.71 -0.90
H -1.02 0.68 0.90
H -0.38 -1.66 0.46
H 1.14 1.46 -0.18

---

# C2H4OS2

One molecule with the formula C2H4OS2 at a distorted geometry (wB97M-V/def2-TZVPD, the Open Molecules 2025 dataset).

The energy above the lowest of the compared OMol25 structures with the same formula, charge and spin comes out at 37.4 kJ/mol. The orbital gap comes out at 9.62 eV. The value obtained for the highest occupied orbital energy is -9.16 eV. The SMILES is O=C(S)CS.

Geometry (Å):
S 2.12 0.22 -0.29
S -2.32 0.19 -0.24
O -0.21 1.70 -0.06
C 0.45 -0.53 0.05
C -0.61 0.53 -0.04
H 0.59 -1.07 1.09
H 0.31 -1.38 -0.59
H 1.85 1.45 0.24
H -2.17 -1.13 -0.17

---

# C2H4OS2

C2H4OS2 as an isolated structure at a distorted geometry (wB97M-V/def2-TZVPD, the Open Molecules 2025 dataset).

The energy above the lowest of the compared OMol25 structures with the same formula, charge and spin comes out at 329.7 kJ/mol. The orbital gap (spin up / spin down) comes out at 7.68 / 7.68 eV. The value obtained for the highest occupied orbital energy (spin up / spin down) is -8.82 / -8.82 eV.

Geometry (Å):
S 2.48 0.50 -0.46
S 0.49 -1.82 0.39
O 2.43 -0.89 0.17
C -0.13 0.73 0.12
C -0.12 -0.45 -0.43
H 2.05 1.36 0.51
H -0.27 1.66 -0.42
H -0.20 -0.56 -1.45
H 0.01 0.72 1.33

---

# C2H4OSe

C2H4OSe as an isolated structure at a distorted geometry (wB97M-V/def2-TZVPD, the Open Molecules 2025 dataset).

The energy above the lowest of the compared OMol25 structures with the same formula, charge and spin comes out at 372.2 kJ/mol. The orbital gap (spin up / spin down) comes out at 7.43 / 7.66 eV. The value obtained for the highest occupied orbital energy (spin up / spin down) is -7.48 / -7.76 eV.

Geometry (Å):
Se -0.53 0.47 -0.04
O 2.08 1.54 -1.63
C 1.73 0.52 -1.11
C -1.60 -0.31 1.31
H 2.07 -0.53 -1.18
H -1.74 0.45 2.11
H -1.35 -1.43 1.56
H -0.65 -0.71 -1.01

---

# C2H4OTm

C2H4OTm as an isolated structure at a distorted geometry (wB97M-V/def2-TZVPD, the Open Molecules 2025 dataset).

Its charge is +2. The spin multiplicity is 4. The orbital gap (spin up / spin down) comes out at 9.08 / 8.39 eV. As for the expectation value of S²: 3.7642. The value obtained for the highest occupied orbital energy (spin up / spin down) is -20.87 / -20.92 eV.

Geometry (Å):
Tm -0.11 1.17 -0.36
O -1.00 -0.09 1.06
C 1.66 -0.98 -1.06
C 0.61 -1.54 -0.37
H 0.83 -1.85 0.66
H 1.62 -0.85 -2.14
H -0.23 -1.93 -0.95
H 2.59 -0.71 -0.54